DFT (ωB97M-V/def2-TZVPD) results for a structure of composition C50H43ClN8O3TeV in a non-equilibrium geometry.

Summary:
Frontier orbital gap (alpha / beta): 4.1 / 4.0 eV
Charge: +3
DFT total energy: -116095.218 eV
<S²>: 2.02
Strongest force on any atom: 4.29 eV/A
LUMO level (alpha / beta): -9.26 / -9.36 eV
Spin multiplicity: 3

```
107
Properties=species:S:1:pos:R:3:forces:R:3:mulliken_charge:R:1
V -0.324 -1.425 1.925 0.441 -0.277 -2.489 -0.647
C -4.292 -3.012 1.250 -0.245 -0.281 -0.983 -0.686
O -4.074 -2.747 2.640 0.729 0.439 1.325 -0.470
C -2.859 -2.265 2.761 -0.645 -0.452 -1.355 0.024
N -2.149 -2.132 1.677 -1.687 -0.259 0.368 1.127
C -2.955 -2.619 0.556 -0.468 -0.195 -0.679 -0.460
C -3.151 -1.601 -0.547 -0.016 -0.002 -0.030 -0.215
C -3.388 -0.265 -0.237 -0.119 -0.129 0.037 0.163
C -3.611 0.657 -1.247 -0.111 0.036 0.102 -0.858
C -3.648 0.246 -2.568 0.019 -0.052 -0.083 -0.543
C -3.451 -1.090 -2.881 0.007 0.083 -0.091 -1.086
C -3.185 -2.007 -1.877 -0.016 -0.019 0.176 -0.105
C -2.195 -1.925 3.999 0.285 0.142 1.037 -0.434
C -2.627 -2.055 5.320 0.154 0.049 -0.453 -0.513
C -1.738 -1.722 6.337 0.124 0.034 -0.158 -1.053
C -0.469 -1.244 6.023 0.063 -0.019 -0.318 -0.518
C -0.110 -1.157 4.682 -0.852 -0.211 0.877 -0.159
N -0.949 -1.520 3.692 -1.061 0.272 4.144 0.988
C 1.138 -0.694 4.124 1.219 0.453 -0.372 0.178
N 1.279 -0.762 2.836 0.959 0.278 1.191 1.339
C 2.606 -0.232 2.510 0.761 0.304 -0.351 0.972
C 3.115 0.271 3.885 0.734 0.398 -0.714 -0.387
O 2.123 -0.169 4.821 -1.253 -0.612 0.449 -0.520
C 2.577 0.761 1.367 0.081 0.017 -0.071 0.253
C 2.681 0.261 0.070 0.240 0.110 0.092 0.134
C 2.722 1.118 -1.018 0.129 0.009 0.075 -0.783
C 2.695 2.491 -0.820 -0.013 -0.064 -0.020 -0.587
C 2.576 2.994 0.463 -0.047 0.113 0.061 -1.432
C 2.496 2.136 1.549 -0.017 -0.153 0.109 -0.459
H -5.136 -2.405 0.915 0.142 -0.050 0.080 0.453
H -4.542 -4.069 1.143 0.037 0.147 0.051 0.367
H -2.465 -3.511 0.137 -0.063 0.192 0.103 0.625
H -3.426 0.047 0.800 0.043 0.092 0.036 0.402
H -3.786 1.694 -1.005 -0.055 0.084 0.060 0.541
H -3.849 0.961 -3.352 -0.013 0.055 -0.067 0.503
H -3.518 -1.416 -3.909 0.041 -0.046 -0.051 0.480
H -3.036 -3.045 -2.136 0.054 -0.149 0.008 0.503
H -3.614 -2.427 5.546 -0.122 0.015 -0.064 0.716
H -2.024 -1.838 7.371 -0.084 0.026 0.088 0.559
H 0.233 -0.957 6.791 0.067 0.038 0.067 0.728
H 3.222 -1.074 2.175 -0.162 0.125 0.119 -0.625
H 3.192 1.358 3.962 -0.068 -0.188 0.020 0.362
H 4.072 -0.164 4.169 -0.088 -0.044 0.005 0.333
H 2.783 -0.807 -0.083 -0.020 -0.077 -0.024 0.130
H 2.805 0.720 -2.018 0.073 -0.036 -0.087 0.668
H 2.787 3.161 -1.661 -0.027 0.058 -0.094 0.486
H 2.572 4.061 0.631 -0.025 0.093 -0.003 0.457
H 2.403 2.557 2.538 0.013 0.103 0.128 0.320
C -0.133 6.872 -8.936 -0.011 -0.277 -0.562 -0.829
O -0.145 7.132 -7.546 0.034 0.655 0.097 -0.430
C -0.164 6.174 -6.645 -0.072 -0.845 0.925 0.801
C -0.110 4.787 -6.904 0.024 0.727 -0.321 -0.525
C -0.154 3.889 -5.866 -0.088 0.080 0.840 -0.706
C -0.279 4.322 -4.532 0.023 0.390 -0.555 0.289
C -0.317 5.707 -4.276 0.041 -0.528 -0.197 -0.542
C -0.247 6.610 -5.299 -0.005 -0.020 -0.602 -0.823
C -0.357 3.357 -3.468 0.055 -0.105 0.047 0.043
N -0.123 2.060 -3.582 0.158 -0.204 -0.442 -0.767
C -0.272 1.530 -2.353 -0.404 0.971 0.763 0.621
C -0.624 2.543 -1.435 0.164 -1.171 -0.081 0.203
N -0.675 3.684 -2.169 -0.018 0.173 -0.113 0.017
C -0.856 2.285 -0.062 0.106 -0.298 -0.078 0.145
C -1.303 3.205 0.902 -0.005 -0.316 0.205 -0.568
C -1.511 2.773 2.193 0.043 0.011 -0.181 -1.841
C -1.247 1.440 2.519 -0.202 0.305 0.385 -0.349
N -0.831 0.556 1.630 -0.159 0.272 0.133 1.031
C -0.645 0.946 0.359 0.002 0.504 -0.494 0.378
C -0.271 -0.089 -0.556 -0.030 0.406 -0.820 0.199
N -0.108 -1.324 -0.032 0.576 0.048 -1.454 1.010
C 0.193 -2.318 -0.854 0.200 -0.425 -0.263 -0.330
C 0.351 -2.153 -2.227 -0.058 0.195 -0.016 -1.668
C 0.199 -0.897 -2.780 0.011 -0.210 0.300 -0.826
C -0.108 0.176 -1.937 -0.262 -0.042 0.549 0.538
H -0.125 7.851 -9.415 0.007 -0.185 0.056 0.252
H -1.028 6.323 -9.244 0.067 0.064 0.088 0.356
H 0.757 6.310 -9.237 -0.043 0.079 0.102 0.339
H -0.030 4.428 -7.917 0.005 -0.015 -0.101 0.440
H -0.100 2.829 -6.055 -0.025 -0.111 -0.098 0.476
H -0.375 6.079 -3.265 -0.013 0.124 0.182 0.276
H -0.264 7.672 -5.115 -0.011 0.118 0.023 0.450
H -0.938 4.597 -1.837 0.037 0.004 -0.126 0.258
H -1.510 4.231 0.636 0.008 0.097 -0.028 0.648
H -1.890 3.446 2.949 0.054 -0.015 0.039 0.511
H -1.405 1.095 3.536 0.030 -0.006 -0.061 0.590
H 0.313 -3.293 -0.393 0.016 0.032 -0.091 -0.028
H 0.578 -3.008 -2.844 0.041 -0.083 -0.038 0.601
H 0.309 -0.735 -3.840 0.030 0.090 -0.177 0.736
C 0.591 -5.407 1.130 0.076 0.054 0.079 -1.132
Te 0.373 -3.982 2.723 -0.270 -1.680 -0.039 0.787
C -1.497 -5.010 3.166 0.100 0.145 -0.097 -1.138
H 0.520 -6.393 1.581 0.004 0.014 0.141 0.403
H 1.558 -5.321 0.649 0.068 0.137 0.012 0.355
H -0.215 -5.308 0.405 -0.006 0.120 0.070 0.393
H -2.129 -5.114 2.286 0.045 0.088 -0.083 0.295
H -2.063 -4.549 3.970 0.063 0.029 0.078 0.387
H -1.211 -6.012 3.493 0.065 0.114 0.006 0.473
Cl 5.930 -3.252 4.702 -0.087 -0.001 -0.016 -0.149
C 5.050 -3.331 3.231 -0.089 -0.014 -0.343 -0.154
C 5.704 -3.303 2.000 -0.207 -0.034 0.252 -0.354
C 4.941 -3.358 0.846 -0.135 0.031 0.065 -0.923
C 3.563 -3.430 0.957 0.124 -0.041 -0.068 -0.190
N 2.935 -3.465 2.130 0.216 -0.026 -0.246 0.163
C 3.660 -3.430 3.242 0.229 0.094 0.184 -0.360
H 6.780 -3.255 1.950 0.146 0.033 0.053 0.500
H 5.404 -3.348 -0.126 0.105 0.001 -0.126 0.524
H 2.935 -3.478 0.077 -0.001 0.025 -0.134 0.372
H 3.109 -3.483 4.174 0.086 -0.030 0.127 0.504
```
Forces are in eV/Å.


DFT (ωB97M-V/def2-TZVPD) results for an isolated molecule of C3H6N2O in a non-equilibrium geometry.

Summary:
Relative energy (zero: lowest compared OMol25 entry of this formula, charge and spin): 54.9 kcal per mole
SMILES string: C=NN(C)C=O
Frontier orbital gap: 10.3 eV
Charge: 0
DFT total energy: -8234.319 eV
Strongest force on any atom: 1.74 eV/A
LUMO level: 0.97 eV
Spin multiplicity: 1

```
12
Properties=species:S:1:pos:R:3:forces:R:3:mulliken_charge:R:1
C -1.845 -0.950 0.049 0.877 -0.809 -0.722 -0.298
N -0.560 -1.003 -0.105 -1.287 -0.049 0.187 -0.687
N 0.261 0.098 -0.049 -0.395 -0.572 0.241 0.544
C 1.651 -0.250 0.047 0.447 -1.057 -1.060 -0.704
C -0.125 1.381 -0.061 -0.010 -0.064 0.248 0.176
O -1.266 1.748 0.001 -0.936 0.734 -0.105 -0.563
H -2.312 -1.961 -0.139 0.338 1.306 0.476 0.237
H -2.447 -0.052 0.234 0.362 -0.485 -0.052 0.282
H 2.256 0.659 -0.146 -0.196 -0.738 0.119 0.261
H 1.795 -1.047 -0.762 0.383 1.098 1.288 0.248
H 1.853 -0.663 1.053 0.187 0.131 -0.563 0.263
H 0.739 2.040 -0.122 0.230 0.504 -0.058 0.240
```
Forces are in eV/Å.


DFT (ωB97M-V/def2-TZVPD) results for a cluster of 3 separate species, C2H8N2O2 in total in a non-equilibrium geometry.

Summary:
Relative energy (zero: lowest compared OMol25 entry of this formula, charge and spin): 132.7 kcal per mole
Frontier orbital gap (alpha / beta): 8.2 / 8.2 eV
Charge: 0
DFT total energy: -9274.158 eV
Strongest force on any atom: 4.64 eV/A
LUMO level (alpha / beta): 0.49 / 0.49 eV
Spin multiplicity: 1

```
14
Properties=species:S:1:pos:R:3:forces:R:3:mulliken_charge:R:1
C 0.136 -0.405 0.026 3.409 1.817 -0.001 0.624
C 1.675 1.002 0.094 -0.263 -1.918 0.277 -0.856
N -0.545 0.738 0.023 -4.578 -0.734 -0.142 -0.494
N -2.380 -0.004 0.120 0.858 1.031 -0.202 -0.645
O 0.216 -1.105 -1.118 0.264 -0.440 -0.162 -0.507
O 0.237 -1.183 1.115 -0.437 -0.219 0.075 -0.446
H 0.340 -0.512 -1.871 -0.252 0.067 0.221 0.353
H 0.210 -2.119 0.869 0.135 0.132 -0.125 0.353
H -0.729 1.063 0.965 0.382 0.079 0.078 0.296
H -2.636 0.095 -0.863 0.116 0.044 0.146 0.223
H -2.387 -1.015 0.286 0.478 0.185 -0.022 0.226
H 1.502 2.015 0.436 -0.458 -0.036 0.023 0.268
H 2.105 0.992 -0.900 0.008 -0.092 -0.125 0.289
H 2.255 0.438 0.816 0.337 0.085 -0.040 0.317
```
Forces are in eV/Å.